Model one:
Molecular formula: C25H29N3O4S
Method: DFT, wB97M-V/def2-TZVPD

```
! RIJCOSX wB97M-V def2-TZVPD def2/J DEFGRID3
* xyz 0 1
S -0.207 0.046 -0.140
O 0.456 -4.335 -0.662
O -2.712 -2.972 -3.136
O -1.051 -2.693 1.122
O -0.159 3.591 -0.642
N -2.659 0.432 -0.971
N -1.637 -1.525 -1.765
N 1.497 2.762 0.637
C -6.010 0.759 -2.353
C 2.978 -3.400 1.794
C -6.098 -0.388 -3.142
C -0.683 1.636 0.608
C -0.775 -3.758 -1.040
C 2.363 -3.989 0.707
C -4.873 1.033 -1.629
C -0.507 -2.425 -1.781
C 2.393 3.814 0.187
C -2.750 -1.924 -2.523
C -5.040 -1.265 -3.206
C -3.875 -1.004 -2.480
C 1.855 2.279 3.037
C 2.404 1.249 4.015
C -1.660 -0.368 -1.039
C 3.202 3.385 -1.039
C -1.648 -3.580 0.207
C 0.919 -2.329 2.389
C 0.241 2.753 0.142
C 2.260 -2.558 2.627
C 0.286 -2.932 1.311
C -3.788 0.152 -1.685
C 1.020 -3.752 0.448
C 2.030 1.811 1.588
C 4.153 4.488 -1.483
H 2.506 3.149 -1.845
H 4.857 4.730 -0.690
H 3.598 5.387 -1.736
H 1.562 0.834 1.454
H -4.789 1.918 -1.019
H 3.096 1.686 1.376
H 4.022 -3.593 1.986
H -5.077 -2.161 -3.807
H 2.903 -4.638 0.035
H -0.269 -2.658 -2.823
H 0.351 -1.929 -1.322
H 2.744 -2.089 3.471
H 1.882 0.302 3.899
H 0.329 -1.693 3.030
H 4.716 4.173 -2.358
H -0.677 1.507 1.689
H 3.768 2.480 -0.807
H 2.279 1.591 5.039
H 1.781 4.681 -0.071
H 0.796 2.453 3.239
H -6.998 -0.585 -3.704
H -1.252 -4.468 -1.721
H 3.060 4.081 1.009
H -6.847 1.441 -2.313
H -2.629 -3.172 -0.039
H -1.780 -4.568 0.672
H -1.692 1.835 0.243
H 3.463 1.079 3.835
H 2.373 3.231 3.175
*
```

Values from the calculation:
HOMO energy: -8.37 eV
orbital gap: 8.862 eV



Model two:
Molecular formula: C25H29N3O4S
Method: DFT, wB97M-V/def2-TZVPD

```
! RIJCOSX wB97M-V def2-TZVPD def2/J DEFGRID3
* xyz 0 1
S -4.386 0.252 -1.098
O -4.302 -0.336 -2.403
O -0.172 -2.365 -0.182
O 3.497 3.489 0.986
O -5.378 1.270 -0.879
N 0.660 -0.239 -0.140
N 1.035 2.386 0.193
N -4.505 -0.963 0.023
C 3.094 -0.495 -1.772
C 2.433 -3.067 0.857
C -0.280 1.952 -0.076
C 4.593 -1.821 -0.389
C 3.740 -3.470 1.155
C 2.974 3.708 -0.304
C -3.718 -3.296 0.242
C 4.172 0.091 -2.378
C 3.059 2.257 1.509
C -4.922 -0.543 1.339
C -1.358 2.810 -0.249
C -2.616 2.309 -0.548
C 0.769 -1.601 -0.163
C 4.799 -2.838 0.567
C -0.471 0.563 -0.243
C 1.530 2.188 1.549
C 1.441 3.690 -0.294
C -4.709 -2.329 -0.402
C 3.267 -1.435 -0.731
C 5.478 -0.238 -1.988
C -6.436 -0.425 1.499
C -1.730 0.070 -0.546
C 2.189 -2.049 -0.034
C -2.787 0.947 -0.683
C 5.681 -1.188 -1.027
H -6.818 0.275 0.761
H 1.155 2.980 2.218
H 2.099 -0.262 -2.123
H -1.219 3.875 -0.142
H 3.452 1.430 0.895
H -4.574 -2.320 -1.484
H 1.201 1.224 1.937
H -4.511 -1.244 2.072
H -6.675 -0.061 2.495
H 1.594 -3.539 1.346
H -6.918 -1.389 1.357
H 3.477 2.186 2.514
H 6.683 -1.480 -0.746
H -1.887 -0.984 -0.692
H -4.463 0.435 1.504
H 3.900 -4.267 1.866
H 6.315 0.244 -2.468
H 1.517 0.300 -0.100
H -3.469 2.957 -0.672
H 3.340 2.931 -0.992
H 1.061 3.830 -1.307
H -3.871 -4.291 -0.168
H 5.813 -3.116 0.813
H -3.864 -3.343 1.318
H 3.349 4.682 -0.622
H 1.081 4.507 0.349
H -2.692 -2.996 0.045
H -5.736 -2.653 -0.187
H 4.020 0.805 -3.174
*
```

Values from the calculation:
HOMO energy: -8.37 eV
orbital gap: 8.294 eV



Q: Which of them is the least stable? A: model two.



Model one:
Molecular formula: C26H66BO30
Method: DFT, wB97M-V/def2-TZVPD

```
! RIJCOSX wB97M-V def2-TZVPD def2/J DEFGRID3
* xyz -1 1
O -41.478 -19.917 14.598
O -32.500 -22.943 10.942
O -36.370 -27.836 9.856
O -41.320 -23.799 11.833
O -42.375 -23.263 15.905
O -36.627 -25.140 7.182
O -35.301 -20.782 15.636
O -38.744 -25.763 15.999
O -37.285 -27.728 4.964
O -37.919 -22.315 16.334
O -38.714 -18.345 18.274
O -36.275 -23.303 12.898
O -35.343 -25.071 12.723
O -33.782 -19.548 12.588
O -36.932 -19.117 12.321
O -33.524 -21.048 8.111
O -36.047 -22.297 7.217
O -31.840 -24.498 16.974
O -37.094 -23.215 10.729
O -35.792 -16.556 12.265
O -34.788 -25.489 15.305
O -41.070 -23.576 8.186
O -36.431 -21.214 11.902
O -39.484 -20.391 13.060
O -36.519 -25.215 10.124
O -37.441 -13.747 10.868
O -38.398 -22.166 12.507
O -38.338 -20.256 9.264
O -33.327 -29.596 10.877
O -37.594 -17.973 14.916
C -38.076 -18.697 15.977
C -41.233 -24.399 10.494
C -42.215 -22.237 14.895
C -39.038 -24.397 16.252
C -33.907 -24.695 15.864
C -36.767 -14.383 11.848
C -32.201 -22.358 9.748
C -37.601 -23.686 16.162
C -38.097 -17.765 17.130
C -33.564 -21.602 9.385
C -36.863 -26.446 6.696
C -34.212 -19.524 13.983
C -32.788 -25.461 16.672
C -41.536 -21.016 15.455
C -36.465 -15.718 11.340
C -34.538 -29.483 10.167
C -36.401 -24.266 10.868
C -37.325 -21.946 7.723
C -40.922 -23.287 9.555
C -35.975 -24.251 12.226
C -37.045 -26.352 5.193
C -38.420 -20.928 12.703
C -37.265 -20.621 8.479
C -37.223 -20.261 12.256
C -35.081 -28.119 10.442
C -34.275 -20.831 14.628
B -37.063 -22.451 12.000
H -33.191 -25.914 17.603
H -39.130 -18.975 15.617
H -38.874 -17.716 19.081
H -32.164 -23.895 17.678
H -40.637 -24.252 12.328
H -36.914 -19.854 7.665
H -39.746 -23.278 9.735
H -42.235 -24.885 10.220
H -34.343 -22.492 9.162
H -34.398 -21.683 14.040
H -37.372 -16.340 11.028
H -41.191 -24.421 7.922
H -34.479 -24.053 16.575
H -37.383 -14.376 12.672
H -38.045 -21.985 6.925
H -36.282 -23.138 6.956
H -37.535 -12.789 11.194
H -34.360 -20.226 12.447
H -34.301 -29.689 8.989
H -38.449 -17.065 16.785
H -40.547 -25.161 10.531
H -35.144 -18.987 13.833
H -38.275 -27.891 5.038
H -35.782 -15.758 10.327
H -34.926 -20.263 16.281
H -39.547 -23.815 15.774
H -37.402 -19.322 16.264
H -37.275 -23.993 15.203
H -36.259 -25.970 4.574
H -32.081 -23.059 9.064
H -36.661 -26.950 9.931
H -32.142 -22.386 11.576
H -37.217 -21.828 16.097
H -40.638 -19.902 14.227
H -36.670 -25.067 8.073
H -35.747 -13.766 12.019
H -36.942 -24.163 16.945
H -36.265 -20.526 9.172
H -35.129 -27.961 11.494
H -37.808 -25.744 5.040
H -39.508 -24.341 17.197
H -31.537 -21.582 9.810
H -34.710 -25.375 14.348
H -34.472 -27.513 10.123
H -43.174 -22.046 14.555
H -38.532 -26.031 16.821
H -42.953 -23.826 15.527
H -38.468 -19.329 9.070
H -32.385 -26.359 16.033
H -33.379 -23.883 15.150
H -33.442 -18.839 14.445
H -36.113 -17.392 12.392
H -37.053 -17.274 17.294
H -41.660 -22.695 14.304
H -41.298 -22.275 9.823
H -34.529 -21.287 7.842
H -33.294 -21.150 14.997
H -37.662 -22.658 8.288
H -40.593 -21.344 15.534
H -34.102 -20.962 10.141
H -33.517 -29.464 11.930
H -35.147 -30.204 10.422
H -36.084 -27.096 7.244
H -37.475 -18.493 14.072
H -42.049 -20.986 16.378
H -37.593 -26.915 7.254
*
```

Values from the calculation:
HOMO energy: -7.42 eV
orbital gap: 9.126 eV



Model two:
Molecular formula: C26H66BO30
Method: DFT, wB97M-V/def2-TZVPD

```
! RIJCOSX wB97M-V def2-TZVPD def2/J DEFGRID3
* xyz -1 1
O -0.009 4.974 -2.037
O 2.961 -7.611 1.332
O 2.146 -3.179 0.264
O -0.166 -0.750 -0.779
O -2.173 1.261 5.017
O -3.171 -2.212 -5.234
O 3.640 -3.973 -3.391
O -2.100 3.353 -2.297
O -4.818 -0.428 2.152
O 1.780 2.676 3.943
O -4.516 2.262 -1.118
O -2.166 5.695 0.761
O 3.564 0.643 -0.543
O 2.536 -5.102 -6.666
O 0.783 0.913 0.565
O -4.322 -1.496 -2.677
O -3.349 -0.951 7.397
O 3.407 -0.938 -2.958
O 1.719 1.416 6.626
O -2.088 1.609 2.400
O -5.592 -2.224 -0.144
O 0.849 -1.504 1.128
O -1.113 -0.222 1.426
O 1.766 1.977 -4.356
O 0.121 2.998 1.240
O -4.812 5.062 1.280
O 0.720 -2.235 -2.233
O 2.097 4.563 -3.877
O 0.528 -6.484 0.323
O 4.693 3.091 0.501
C -2.973 -1.976 -2.825
C -4.054 -1.574 1.798
C -2.518 5.006 1.981
C 3.049 -0.110 -4.018
C 2.516 -4.892 -5.276
C 3.623 -3.925 -4.796
C 4.818 0.624 0.080
C 1.739 0.696 -3.806
C -2.028 2.072 -1.689
C 0.566 -1.741 -1.116
C 2.569 -6.267 1.571
C -1.228 1.067 1.719
C 1.054 -6.215 1.612
C -5.004 -2.598 1.114
C 1.198 4.290 -1.625
C 4.968 1.822 1.042
C -3.785 4.174 1.674
C 2.801 1.923 5.877
C -3.490 1.466 -1.813
C 2.302 4.874 -2.513
C -2.403 -1.606 -4.187
C 1.305 -2.293 0.178
C -2.273 -0.140 6.939
C -0.042 1.793 1.093
C -1.998 -0.097 5.411
C 2.643 1.692 4.385
B 0.100 -0.399 0.576
H -2.276 -1.546 -2.100
H 4.610 -4.246 -5.143
H 5.199 3.330 -0.279
H -2.640 0.837 7.250
H 2.817 -5.847 -4.849
H 5.566 0.737 -0.708
H -3.661 0.404 -1.650
H 1.061 3.213 -1.755
H 0.814 0.121 -3.901
H -4.583 5.247 0.364
H -1.863 3.275 -3.227
H -4.660 -3.617 0.932
H 3.415 -3.068 -3.150
H 1.623 -4.453 -4.828
H -4.171 3.648 2.550
H 0.549 -7.441 0.229
H 2.121 3.597 -3.935
H -1.288 1.331 -1.993
H 4.277 1.634 1.866
H -2.595 5.599 2.893
H 3.713 1.390 6.158
H 0.721 -6.807 2.468
H -1.449 5.217 0.333
H -5.856 -2.576 1.798
H 2.361 0.672 4.109
H -3.032 -3.017 -2.506
H 3.618 -2.919 -5.224
H -4.941 -0.484 3.103
H 5.918 1.814 1.582
H 2.961 -5.667 0.748
H 1.695 0.787 -2.716
H 3.115 -5.991 2.475
H 3.762 0.713 -3.896
H -3.832 -1.566 -5.492
H -2.154 1.332 4.051
H 3.423 -0.420 -2.146
H 3.839 -7.708 1.707
H -5.082 1.736 -0.548
H 2.497 -4.319 -7.219
H -3.807 1.635 -2.844
H -3.353 -1.313 1.002
H 3.091 1.432 -0.261
H -6.481 -2.579 -0.203
H 3.107 -0.382 -5.072
H 3.041 2.979 6.013
H 3.593 1.720 3.843
H -0.915 -0.210 5.312
H 1.019 1.594 5.986
H -1.855 2.312 -0.639
H -4.550 -1.606 -1.748
H -0.662 4.269 -2.128
H -1.383 -1.960 -4.335
H 3.245 4.500 -2.103
H 1.486 4.411 -0.579
H -2.466 -0.530 -4.357
H 0.644 -5.237 1.869
H -1.419 -0.530 7.493
H 1.822 2.996 3.038
H -2.485 -0.900 4.855
H -1.703 4.355 2.306
H 2.252 5.955 -2.384
H -3.409 -1.791 2.649
H -3.178 -1.851 7.104
H 4.825 -0.336 0.597
H 1.199 1.885 -5.127
H -3.619 3.394 0.930
*
```

Values from the calculation:
HOMO energy: -7.17 eV
orbital gap: 9.021 eV



Q: Which of them is the least stable? A: model one.



Model one:
Molecular formula: C8H18N3O
Method: DFT, wB97M-V/def2-TZVPD

```
! RIJCOSX wB97M-V def2-TZVPD def2/J DEFGRID3
* xyz 1 1
O 2.285 1.880 0.952
N 0.781 -0.436 -1.864
N 1.491 -0.944 1.611
N 1.545 -0.604 0.315
C -1.060 1.343 -0.651
C -0.807 -0.048 0.122
C -2.223 2.217 -0.206
C 0.493 -0.429 -0.488
C 2.632 -0.765 -0.530
C 1.999 -0.515 -1.937
C -1.993 -2.303 0.638
C -1.993 -1.020 -0.257
H -2.242 -2.093 1.630
H 2.373 -0.885 -2.865
H -1.311 1.088 -1.695
H 3.072 -1.729 -0.495
H 2.380 2.476 1.788
H -2.187 2.653 0.724
H -0.682 0.138 1.204
H -0.124 1.856 -0.588
H 0.948 -0.340 2.280
H -3.050 -0.534 -0.222
H -2.695 -3.061 0.195
H -0.954 -2.625 0.756
H -3.112 1.612 -0.249
H 2.488 -1.030 1.931
H 2.814 2.241 0.249
H -2.334 3.024 -0.798
H -1.906 -1.141 -1.359
H 3.371 -0.024 -0.190
*
```

Values from the calculation:
HOMO energy: -13.60 eV
orbital gap: 9.321 eV



Model two:
Molecular formula: C8H18N3O
Method: DFT, wB97M-V/def2-TZVPD

```
! RIJCOSX wB97M-V def2-TZVPD def2/J DEFGRID3
* xyz 1 1
O 0.793 0.513 -1.785
N -0.636 2.345 -1.118
N 0.298 -1.505 0.701
N -1.251 -0.617 -0.731
C -1.942 1.713 -1.124
C -0.351 -2.778 0.699
C -0.073 -0.477 -0.029
C 2.373 0.451 -0.090
C -1.964 0.244 -1.625
C 0.224 1.996 0.070
C 0.911 0.682 -0.405
C 1.198 -1.511 1.821
H 1.889 -0.735 1.903
H 0.691 -1.375 2.821
H 0.197 1.131 -2.138
H -1.303 -2.705 1.388
H 1.792 -2.387 1.859
H 0.281 -3.531 0.904
H 1.165 2.615 0.189
H -0.341 2.068 0.991
H -0.634 -3.014 -0.241
H -2.671 2.225 -1.688
H 2.561 1.223 0.661
H -2.995 0.088 -1.669
H -0.631 3.337 -1.185
H 2.978 0.780 -0.907
H 2.749 -0.525 0.048
H -1.459 0.154 -2.536
H -1.980 -1.201 -0.392
H -2.517 1.687 -0.238
*
```

Values from the calculation:
HOMO energy: -13.24 eV
orbital gap: 10.274 eV



Q: Which of them is the least stable? A: model one.



Model one:
Molecular formula: C4H6N
Method: DFT, wB97M-V/def2-TZVPD

```
! RIJCOSX wB97M-V def2-TZVPD def2/J DEFGRID3
* xyz 1 1
N -0.568 -1.213 -0.014
C 0.970 0.715 -0.315
C -0.217 1.187 0.428
C -1.290 -1.865 -0.604
C 0.219 -0.323 0.594
H -1.724 -2.653 -1.084
H 0.089 1.930 1.217
H 0.811 -0.803 1.288
H 1.976 0.900 -0.027
H -1.111 1.534 -0.123
H 0.845 0.592 -1.360
*
```

Values from the calculation:
HOMO energy: -15.74 eV
orbital gap: 10.953 eV



Model two:
Molecular formula: C4H6N
Method: DFT, wB97M-V/def2-TZVPD

```
! RIJCOSX wB97M-V def2-TZVPD def2/J DEFGRID3
* xyz 1 1
N -0.673 0.888 0.124
C 0.387 -1.274 -0.031
C -1.784 0.196 -0.135
C -1.406 -1.069 0.082
C 0.618 0.249 -0.042
H 0.280 -1.552 1.016
H 0.861 -1.913 -0.749
H 1.078 0.360 -1.102
H 1.198 0.700 0.841
H -2.738 0.656 -0.083
H -0.679 1.760 0.526
*
```

Values from the calculation:
HOMO energy (spin up / spin down): -14.79 / -15.31 eV
orbital gap (spin up / spin down): 8.086 / 8.084 eV



Q: Which of them is the least stable? A: model two.